Entry 1:
One molecule with the formula C4H12N2S. Source: the OMol25 dataset; level of theory: ωB97M-V with the def2-TZVPD basis set.

Computed properties:
Energy relative to the best compared isomer or geometry (same formula, charge and spin) = 133.4 kJ/mol
LUMO = 0.87 eV
Frontier orbital gap = 0.3441 Ha
Maximum force = 2.7 eV Å⁻¹
Structure (SMILES) = NCCNCCS

Positions of all 19 atoms, in Å:
C 1.33377 0.80591 0.36173
N 0.11224 1.19680 -0.40470
C -1.27180 0.75637 -0.54777
C -1.60122 0.00296 0.79924
S -3.23953 -0.71827 0.49354
C 1.90874 -0.58453 0.05173
N 1.59724 -0.96969 -1.34397
H 1.25142 1.05330 1.43498
H 2.08808 1.51267 -0.01921
H 0.52000 1.37008 -1.31060
H -1.98931 1.56088 -0.76203
H -1.43723 0.07746 -1.39143
H -1.69087 0.57811 1.71756
H -0.84859 -0.75328 0.97903
H -3.76870 -0.92243 1.71656
H 1.47515 -1.36968 0.69387
H 2.96671 -0.47488 0.26320
H 1.98654 -1.91501 -1.43081
H 0.60736 -1.20677 -1.30092

Entry 2:
C3H5NO2 as an isolated structure. Source: the OMol25 dataset; level of theory: ωB97M-V with the def2-TZVPD basis set.

Computed properties:
Energy relative to the best compared isomer or geometry (same formula, charge and spin) = 462.0 kJ/mol
LUMO = 0.97 eV
Frontier orbital gap = 0.3577 Ha
Maximum force = 0.8 eV Å⁻¹

Positions of all 11 atoms, in Å:
N 1.78195 0.58531 0.54734
C -0.40985 -0.48817 -0.88613
C -1.54467 -0.79363 0.05412
O -1.37140 0.54160 0.64386
C -0.27819 0.63472 -0.18161
O 0.72693 1.49975 0.06464
H 2.43097 1.09720 1.14896
H 2.29450 0.44097 -0.31389
H 0.20086 -1.03999 -1.58325
H -2.55069 -0.96282 -0.33179
H -1.28043 -1.51494 0.83773

Entry 3:
A 5-piece molecular cluster, C33H53BIN2O18S overall. Source: the OMol25 dataset; level of theory: ωB97M-V with the def2-TZVPD basis set.

Computed properties:
LUMO = 1.84 eV
Frontier orbital gap = 0.2525 Ha
Maximum force = 2.4 eV Å⁻¹
Total charge = -1

Positions of all 109 atoms, in Å:
C -5.23529 6.88528 -4.02684
C -4.56509 5.52763 -4.33752
N -3.88197 5.05468 -3.13106
B -2.74247 4.08965 -3.41827
O -3.09922 3.18644 -4.56393
O -1.41741 4.65305 -3.81612
C -0.54875 4.62551 -2.76242
I -0.89823 6.60181 -1.80736
C 0.85465 4.48386 -3.40566
C 1.92545 5.11136 -2.80485
C 3.17719 5.02527 -3.37628
C 3.26642 4.29075 -4.54355
C 2.14253 3.67765 -5.02781
N 0.91408 3.73609 -4.50570
C -1.05404 3.35247 -1.92344
O -0.29335 2.23667 -2.01984
C -0.59554 1.35358 -3.11534
C -1.32831 0.10115 -2.64883
C -2.85111 0.29503 -2.58096
C -0.67674 -0.48811 -1.37481
C -1.60885 -0.97046 -0.26836
C -0.70891 -1.30423 0.94745
C -2.36075 -2.26971 -0.63382
S -1.07135 3.62733 -0.04028
C -2.60269 4.40118 0.42132
O 0.08807 4.36050 0.41832
O -1.12491 2.30327 0.54821
O -2.36034 3.26811 -2.24844
H -5.41638 7.43727 -4.94939
H -6.15555 6.70145 -3.47556
H -4.54092 7.43735 -3.40535
H -5.29407 4.80733 -4.70415
H -3.82892 5.72707 -5.11044
H -4.56538 4.52127 -2.60185
H -2.54206 3.38712 -5.31556
H 1.77468 5.66394 -1.89338
H 4.03022 5.51767 -2.93912
H 4.20284 4.19290 -5.07056
H 2.24358 3.07885 -5.92900
H 0.37081 1.00488 -3.48466
H -1.08344 1.83167 -3.95533
H -1.16619 -0.61838 -3.44240
H -3.34046 -0.67385 -2.64459
H -3.14668 0.88768 -3.44226
H -3.12119 0.82167 -1.67428
H -0.08557 -1.36073 -1.66966
H 0.02092 0.21530 -0.92721
H -2.30113 -0.21161 0.07628
H -1.32080 -1.42170 1.84004
H 0.09041 -0.58368 1.08807
H -0.29202 -2.29466 0.76079
H -2.00444 -2.68878 -1.57074
H -2.35668 -2.98369 0.18482
H -3.40703 -2.00996 -0.79315
H -2.44982 5.46110 0.58432
H -3.37897 4.28219 -0.32476
H -2.93700 3.96305 1.35399
C 2.72443 0.77361 4.74845
C 1.27531 0.36499 4.69407
C 0.42083 0.85316 5.83646
O -0.60816 -0.15032 5.88922
C -0.07485 -1.29529 5.40393
O -0.60011 -2.36315 5.46736
O 1.12891 -1.06558 4.84084
H 2.83318 1.83859 4.54547
H 3.15910 0.55596 5.72490
H 3.29919 0.22132 4.01538
H 0.83853 0.64426 3.73135
H -0.00975 1.83594 5.66251
H 0.95000 0.85076 6.79264
C -1.53344 -4.93295 6.65369
C -1.25766 -6.41014 6.77135
C -2.39674 -7.23917 7.30988
O -1.70703 -8.35466 7.89584
C -0.47335 -7.91924 8.25825
O 0.28804 -8.53833 8.92738
O -0.23596 -6.68515 7.75378
H -2.23581 -4.73333 5.84608
H -1.94767 -4.53890 7.58379
H -0.61874 -4.38666 6.45543
H -0.90636 -6.80371 5.81304
H -3.08505 -7.57788 6.53929
H -2.95541 -6.72800 8.09706
C 2.06198 -3.13565 -6.42553
C 0.77154 -2.47830 -6.84682
C 0.91297 -1.39581 -7.89041
O -0.22706 -0.57366 -7.62526
C -0.53426 -0.71696 -6.30428
O -1.30518 -0.04857 -5.71057
O 0.18476 -1.74355 -5.76446
H 2.45133 -3.76486 -7.22631
H 2.81404 -2.38850 -6.16817
H 1.90407 -3.75144 -5.54055
H 0.04815 -3.23590 -7.16446
H 0.88264 -1.77387 -8.91019
H 1.81408 -0.79259 -7.75301
C 4.99262 -4.51863 5.32060
C 5.13333 -3.41387 4.30450
C 6.50847 -3.26618 3.69830
O 6.52843 -1.87779 3.33873
C 5.68711 -1.23110 4.18482
O 5.58832 -0.05273 4.27813
O 4.96294 -2.11990 4.90921
H 5.03243 -5.49310 4.83448
H 5.78612 -4.46601 6.06785
H 4.04457 -4.43001 5.84991
H 4.37097 -3.51806 3.52745
H 6.66245 -3.89022 2.82126
H 7.30998 -3.44738 4.41865

Entry 4:
One molecule with the formula C17H28N2O4S2. Source: the OMol25 dataset; level of theory: ωB97M-V with the def2-TZVPD basis set.

Computed properties:
Energy relative to the best compared isomer or geometry (same formula, charge and spin) = 31.1 kJ/mol
LUMO = 0.34 eV
Frontier orbital gap = 0.3465 Ha
Maximum force = 1.1 eV Å⁻¹
Structure (SMILES) = CC(C)CC[C@@H](C)NC(=O)Cc1ccc(S(=O)(=O)N2CCOCC2)s1

Positions of all 53 atoms, in Å:
C 0.04252 -2.04379 0.05015
H 0.42698 -1.02701 -0.00278
H 0.83961 -2.72502 -0.24013
H -0.21938 -2.25723 1.08303
C -1.16140 -2.22610 -0.87214
C -1.71113 -3.64647 -0.75481
H -1.96795 -3.88021 0.27519
H -0.96549 -4.36590 -1.08573
H -2.59916 -3.76612 -1.37107
C -2.24370 -1.16563 -0.62825
C -2.87018 -1.18724 0.76503
H -3.31933 -2.16189 0.95434
C -3.96335 -0.12060 0.91203
N -3.39040 1.20028 0.74127
C -3.54349 1.93636 -0.37229
O -4.32281 1.68717 -1.26247
C -2.59998 3.15682 -0.41684
C -1.20090 2.66504 -0.51427
C -0.52706 2.27958 -1.63623
C 0.75353 1.75344 -1.36101
C 1.03575 1.73517 -0.03134
S -0.24641 2.37261 0.91491
S 2.49287 1.20552 0.82970
O 2.07756 0.32224 1.87835
O 3.23115 2.38447 1.18287
N 3.26243 0.32952 -0.36966
C 3.71881 -0.99528 0.01115
H 2.96416 -1.42378 0.66818
C 5.06763 -0.91202 0.72784
O 6.02236 -0.24349 -0.06639
C 5.60627 1.07132 -0.36428
C 4.26789 1.07256 -1.10876
H 3.90890 2.09416 -1.22849
H 4.37904 0.59810 -2.08912
H 6.39341 1.50737 -0.98145
H 5.49324 1.65414 0.56065
H 5.47214 -1.90734 0.91824
H 4.92756 -0.37979 1.68117
H 3.80718 -1.59302 -0.90112
H 1.43286 1.38783 -2.10829
H -0.93635 2.36265 -2.62657
H -2.86093 3.74501 -1.29665
H -2.74133 3.75654 0.48179
H -2.67021 1.45857 1.40034
C -4.64877 -0.20829 2.27233
H -3.92023 -0.08811 3.07164
H -5.13297 -1.17377 2.38768
H -5.40137 0.57031 2.36593
H -4.70172 -0.23395 0.11183
H -2.10340 -1.00938 1.52172
H -3.03664 -1.29893 -1.36803
H -1.80090 -0.18249 -0.80539
H -0.81692 -2.08391 -1.90384